(1)
31
Properties=species:S:1:pos:R:3:forces:R:3:nbo_charge:R:1 method="wB97M-V/def2-TZVPD" e_homo_ev=-4.2458 total_charge=-1 e_above_lowest_kcal_mol=239.4
F -10.325610 -0.024950 24.928710 -8.129 -7.119 -4.328 -0.566
C -8.037460 1.774320 22.561390 -0.216 -0.884 -0.841 -0.084
C -9.127590 2.061730 23.571210 0.562 0.288 0.505 -0.104
O -8.906130 1.448350 24.838350 4.964 5.247 -3.029 -0.748
O -7.897940 0.390640 22.435190 6.022 7.462 -7.679 -0.782
H -7.120890 2.325300 22.772160 0.424 0.071 0.446 0.121
H -8.362980 2.121810 21.580880 -0.220 0.557 -0.230 0.134
H -10.078520 1.761770 23.130920 -0.314 -0.282 0.053 0.142
H -9.157830 3.149490 23.634050 -0.242 0.369 0.526 0.143
H -9.562420 0.761060 24.974420 3.697 2.133 -3.503 0.410
H -8.098570 -0.009400 23.284490 1.196 2.054 0.035 0.455
C -10.531580 0.128880 27.503470 0.592 1.925 0.786 -0.112
C -11.419930 0.658850 28.610880 -0.224 -0.661 -0.659 -0.070
O -12.699850 0.988280 28.045280 -0.013 0.659 0.800 -0.736
O -10.180050 1.170800 26.589810 -1.617 1.187 6.216 -0.727
H -11.052740 -0.711900 27.045670 -0.526 0.294 0.239 0.139
H -9.576700 -0.257560 27.859820 -0.225 -0.339 0.660 0.175
H -10.958180 1.498240 29.130800 -0.341 0.444 -0.410 0.172
H -11.574490 -0.097580 29.380320 0.061 -0.366 0.120 0.136
H -12.888080 0.374320 27.331690 0.282 -0.032 -0.070 0.462
H -10.097880 0.693300 25.761050 -2.170 1.631 5.010 0.428
C -8.759110 -2.434950 25.267710 0.636 1.416 1.357 -0.090
C -7.953000 -1.366170 24.508180 -1.789 -0.506 0.494 -0.134
O -8.812820 -0.767820 23.522410 -3.643 -10.908 4.210 -0.689
O -9.666630 -1.873340 26.244300 1.338 -2.409 -0.642 -0.773
H -8.059160 -2.963410 25.914930 0.009 -0.670 -0.364 0.167
H -9.265370 -3.046220 24.520620 0.025 -0.320 0.124 0.162
H -7.077490 -1.788520 24.015040 -0.213 -0.154 -0.324 0.184
H -7.613880 -0.515520 25.099370 0.103 -0.282 0.710 0.208
H -9.660890 -0.504300 23.887030 -0.225 -0.352 0.238 0.495
H -10.167790 -1.162550 25.837830 0.194 -0.452 -0.448 0.481

=====

(2)
71
Properties=species:S:1:pos:R:3:forces:R:3:mulliken_charge:R:1 method="wB97M-V/def2-TZVPD" e_homo_ev=-8.5052 e_above_lowest_kcal_mol=0.0
Hf -0.251136 -0.045155 -0.259600 0.524 1.099 0.760 2.768
C -1.733487 -0.786691 -2.179379 0.240 0.303 0.432 0.782
C -2.558602 -0.855961 -1.010472 0.203 -0.168 0.075 0.320
C -2.725155 0.463588 -0.470986 2.095 -1.093 -2.596 1.209
C -2.004798 1.327402 -1.382443 -0.646 0.521 0.529 0.709
C -1.441406 0.589597 -2.434762 1.002 -1.133 -0.671 1.021
C -0.549636 1.048270 -3.599645 -1.243 1.896 0.691 -1.863
C -2.050597 2.803518 -1.284605 1.199 1.562 0.615 -1.446
C -3.507843 0.791704 0.691807 -1.092 1.257 2.123 -1.767
C -3.125171 -2.132560 -0.408002 1.281 -0.250 -0.807 -1.608
C -1.405517 -1.961424 -3.065595 -1.052 0.090 0.428 -2.020
H -0.797541 0.619541 -4.553998 -0.497 -0.338 -0.294 0.467
H 0.472907 0.845601 -3.438178 1.228 -0.482 0.448 0.312
H -0.575857 2.166427 -3.729565 -0.243 -1.019 0.176 0.372
H -1.877200 3.131858 -0.244247 0.037 -0.245 -0.194 0.079
H -3.018312 3.225189 -1.484708 -0.652 -0.021 -0.501 0.397
H -1.295239 3.373512 -1.895240 -0.711 -0.878 0.356 0.293
H -4.450441 1.235203 0.366533 -0.281 -0.073 0.021 0.408
H -3.118877 1.534666 1.444304 0.236 -0.657 -0.991 0.125
H -3.725439 -0.094020 1.285654 -0.039 -0.007 -0.026 0.389
H -3.489625 -2.884004 -1.154219 0.514 0.737 0.462 0.401
H -3.940855 -1.867779 0.205778 -0.988 0.105 0.795 0.494
H -2.353378 -2.587901 0.246268 -0.559 -0.096 -0.463 0.035
H -2.327072 -2.070082 -3.630671 -0.149 -0.572 -0.331 0.489
H -1.210555 -2.893043 -2.517641 -0.101 0.375 -0.094 0.375
H -0.638882 -1.808124 -3.801709 0.600 0.332 -0.087 0.467
O 2.338402 0.629738 3.272608 0.587 0.544 -0.108 -0.590
C 1.949169 -0.223348 2.372409 -1.122 -1.239 0.437 0.707
O 1.838223 0.045544 1.195055 -0.390 -0.218 -0.856 -0.700
C 1.720999 -1.606019 3.002525 0.894 1.041 0.328 -0.758
O 1.234171 -2.571826 2.171365 -1.633 -0.543 -0.737 -0.378
C -0.139314 -2.875556 2.426583 -0.041 -0.956 0.594 -0.819
C -1.199729 -1.791143 2.316073 -1.193 0.406 1.434 0.601
O -2.186967 -1.870329 3.054661 1.131 -0.222 -1.047 -0.692
O -1.001289 -0.794816 1.521945 0.612 0.249 -0.666 -0.568
H 2.566866 1.470589 2.759969 0.038 -0.064 0.297 0.577
H 1.155452 -1.513177 3.944032 0.278 0.106 -0.205 0.405
H 2.758498 -1.871692 3.210430 0.126 -0.203 0.534 0.428
H -0.296198 -3.290832 3.436818 0.460 0.386 0.010 0.376
H -0.432099 -3.732034 1.822747 0.178 0.196 -0.609 0.357
Cl 3.451469 -6.040605 -5.051433 -0.072 0.666 0.583 -0.212
C 2.933686 -4.821602 -3.867428 1.279 -0.423 -1.035 0.243
C 1.943413 -5.152621 -3.007209 -0.730 -0.656 0.332 -0.740
C 1.394377 -4.195721 -2.202343 -0.986 0.088 1.564 -0.082
C 1.920339 -2.910264 -2.185066 0.407 0.550 -0.304 0.050
C 3.074401 -2.623984 -2.945575 -1.356 -1.034 0.198 -0.432
C 3.565452 -3.589865 -3.807748 -0.618 -0.088 0.139 -0.732
C 1.212265 -1.829833 -1.442155 0.210 0.398 0.436 0.642
O 1.423399 -0.575028 -1.621874 -0.107 -1.265 -0.270 -0.942
O 0.320293 -2.143014 -0.591861 0.003 -0.103 -0.222 -0.736
H 1.577853 -6.152730 -2.940032 -0.241 -0.497 -0.246 0.451
H 0.561438 -4.515287 -1.522598 0.825 0.725 -0.729 0.255
H 3.489536 -1.657930 -2.863808 0.497 0.923 -0.106 0.594
H 4.362039 -3.417849 -4.480270 0.809 0.367 -0.424 0.471
F -1.316727 5.616173 4.527738 0.753 -0.290 -0.576 -0.305
C -0.299644 4.987203 3.880122 -0.046 0.253 1.301 0.169
C -0.235574 4.928782 2.544303 -0.216 0.069 1.188 0.027
N 0.813147 4.258754 1.978259 0.409 -0.355 -0.861 0.208
C 0.809500 3.995139 0.515032 2.723 -0.661 1.399 -1.477
C 0.574189 2.523163 0.278148 -1.062 -0.196 -0.844 1.321
O 0.886712 2.009682 -0.822433 -0.020 -0.318 0.211 -0.759
O -0.102555 1.877076 1.116284 -0.377 -0.546 0.179 -0.965
C 1.760302 3.539276 2.720481 -0.733 0.345 -1.728 0.392
O 2.623176 2.895229 2.114217 -0.091 0.271 0.301 -0.729
N 1.654923 3.550787 4.061263 -0.222 0.767 0.793 0.012
C 0.764985 4.440617 4.787304 0.026 -0.737 -0.904 0.301
O 0.901337 4.637412 5.960133 -0.186 -0.025 -0.206 -0.559
H -0.994294 5.425985 1.930726 0.448 -0.409 0.071 0.384
H 1.858984 4.180085 0.183779 -1.012 0.236 -0.229 0.284
H 0.070112 4.580711 0.015000 -0.331 0.467 -0.246 0.451
H 2.394973 3.005852 4.537163 -0.819 0.753 -0.028 0.262

=====

(3)
79
Properties=species:S:1:pos:R:3:forces:R:3:mulliken_charge:R:1 method="wB97M-V/def2-TZVPD" e_homo_ev=-9.0700 smiles="COCCCCCCCCCCCc1ccc2c(c1)C(=O)C=CC2=O.COC(=O)OC.COC(=O)OC"
C 3.413733 3.775068 1.204723 0.117 -0.053 0.577 -0.465
O 4.342943 3.840041 0.081238 -1.506 -0.362 -0.014 -0.374
C 3.603510 3.954046 -1.175176 -0.184 0.208 -0.137 0.141
C 4.377428 3.258877 -2.410830 -0.118 -0.204 1.029 -0.809
C 4.066053 1.659489 -2.497745 0.352 0.815 1.139 0.642
C 5.445115 0.852931 -2.616902 -0.263 -0.253 -0.766 -0.739
C 5.293567 -0.742221 -2.766131 -0.059 -0.525 0.850 -0.783
C 3.858680 -1.329203 -2.347155 0.027 -0.953 -0.419 -0.073
C 2.809582 -1.418322 -3.577301 0.351 -0.986 -0.329 -0.500
C 1.333057 -1.867103 -3.126896 0.774 0.564 0.766 -0.888
C 0.749514 -0.787498 -2.064659 -0.396 -0.843 -0.323 0.150
C 0.898956 -1.373060 -0.549917 -0.312 1.536 -0.421 -0.778
C 1.013098 -0.097825 0.466504 -1.054 -0.116 -1.619 -0.138
C -0.375247 0.696110 0.308495 -2.066 0.592 0.647 0.492
C -1.598459 0.074483 1.078114 -0.502 3.486 -2.383 -0.786
C -2.992488 0.744105 0.952854 3.414 1.332 -1.904 -1.000
C -3.088733 2.008391 0.066620 1.614 -0.650 -0.291 0.620
C -1.868685 2.632269 -0.704930 -0.122 -2.649 1.715 0.257
C -0.487172 1.958612 -0.575735 -3.292 -0.987 1.801 -0.148
C -2.154845 3.927991 -1.621447 0.955 1.255 0.002 0.238
O -1.341958 4.881542 -1.731234 -2.822 -3.616 0.193 -0.532
C -3.597820 3.916453 -2.344544 -1.885 -1.790 2.275 -0.407
C -4.705887 3.350649 -1.637315 2.458 0.779 -0.926 -0.383
C -4.501585 2.753790 -0.150825 -0.440 0.151 1.147 0.176
O -5.341667 2.884554 0.771619 2.661 -0.639 -3.303 -0.535
H 2.546854 4.522817 1.103639 1.301 -0.949 0.075 0.280
H 4.006484 4.010443 2.162047 -0.870 -0.311 -1.555 0.258
H 2.961709 2.720768 1.325432 0.639 1.447 -0.339 0.102
H 2.587146 3.450945 -0.995270 1.226 0.707 -0.593 -0.250
H 3.442678 5.085183 -1.338464 0.102 -1.709 -0.048 0.349
H 4.087793 3.816295 -3.366203 0.560 -0.839 1.284 0.341
H 5.502457 3.372471 -2.181924 -1.719 0.050 -0.575 0.354
H 3.295466 1.421362 -3.303154 1.221 0.302 0.947 0.145
H 3.580774 1.405218 -1.478994 0.699 0.208 -1.598 -0.384
H 5.991171 1.218988 -3.568497 -0.657 -0.337 1.707 0.192
H 6.078806 1.067597 -1.675352 -1.001 -0.119 -1.626 0.314
H 6.058984 -1.224109 -2.044244 -1.134 0.742 -1.217 0.298
H 5.558896 -1.143618 -3.810702 -0.460 0.819 1.444 0.293
H 3.424683 -0.813408 -1.424778 0.643 -0.496 -1.386 -0.154
H 4.042285 -2.429757 -2.035586 -0.372 1.684 -0.360 0.382
H 2.817563 -0.475845 -4.236124 -0.204 -1.255 1.172 0.193
H 3.210114 -2.268006 -4.255581 -0.504 1.395 0.915 0.398
H 1.436336 -2.871743 -2.570974 -0.213 1.397 -0.920 0.303
H 0.644166 -2.040118 -4.021984 1.000 0.427 1.186 0.306
H -0.363689 -0.615180 -2.325963 1.748 -0.152 0.680 0.410
H 1.281678 0.233943 -2.173063 -0.706 -1.688 0.144 -0.237
H -0.081377 -1.900873 -0.305081 1.541 0.254 -0.221 0.305
H 1.822719 -2.051244 -0.480775 -1.522 0.949 0.020 0.454
H 1.220576 -0.456568 1.527110 -0.339 0.780 -1.355 0.484
H 1.824736 0.581490 0.037360 -0.819 -0.911 0.967 -0.397
H -1.425736 -0.857330 1.713022 -0.366 1.491 -1.016 0.485
H -3.913341 0.308276 1.467960 1.508 0.791 -0.929 0.578
H 0.399097 2.410021 -1.133055 -1.319 -0.828 0.971 0.166
H -3.778777 4.294793 -3.400431 0.653 -0.262 1.639 0.333
H -5.734726 3.303121 -2.147811 1.663 0.160 1.184 0.322
C -3.509686 1.287587 4.285996 -0.141 0.516 -0.095 -0.521
O -3.295079 -0.098684 4.553333 0.188 -0.274 0.328 -0.268
C -2.746821 -0.351171 5.753349 -0.047 0.024 -0.098 0.706
O -2.438818 0.471645 6.579203 -0.111 -0.362 -0.316 -0.547
O -2.601368 -1.682491 5.872574 -0.087 0.325 -0.169 -0.257
C -2.025404 -2.098926 7.109493 0.175 -0.194 0.364 -0.653
H -3.953661 1.371855 3.295170 0.052 -0.193 0.188 0.053
H -4.202778 1.718306 5.011873 0.208 -0.042 0.034 0.381
H -2.562494 1.831336 4.286509 -0.115 -0.048 0.133 0.302
H -2.659306 -1.804113 7.948557 0.151 0.113 -0.090 0.301
H -1.019073 -1.689934 7.223200 -0.180 0.091 0.057 0.301
H -1.955940 -3.187204 7.095028 -0.121 0.135 -0.251 0.207
C -2.537829 -5.109725 -1.976346 -0.034 -0.075 -0.441 -0.661
O -2.209473 -4.802174 -0.622692 -0.198 0.014 0.357 -0.268
C -3.228581 -4.951401 0.240327 0.072 0.034 0.053 0.755
O -4.346163 -5.309679 -0.037850 0.445 0.140 0.100 -0.538
O -2.784325 -4.630827 1.467418 0.003 -0.060 -0.456 -0.292
C -3.768754 -4.743538 2.494297 -0.264 -0.010 0.404 -0.615
H -1.642797 -4.953866 -2.579778 0.030 0.059 0.307 0.193
H -2.841284 -6.154541 -2.071688 -0.122 0.161 0.046 0.311
H -3.322343 -4.444360 -2.343503 -0.028 -0.179 0.101 0.315
H -4.121951 -5.773631 2.578334 -0.073 0.145 -0.135 0.318
H -4.602265 -4.063461 2.305569 0.026 -0.190 -0.065 0.293
H -3.300020 -4.461108 3.437642 0.175 0.032 -0.258 0.186